No. 1
{
  "formula": "C5H5N",
  "method": "ωB97M-V/def2-TZVPD",
  "species": ["C", "C", "C", "N", "C", "C", "H", "H", "H", "H", "H"],
  "xyz": [[0.47509, -0.18757, -1.06808], [1.29032, -0.09851, 0.05493], [0.67821, 0.26727, 1.25176], [-0.63613, 0.17508, 1.45070], [-1.40317, -0.05995, 0.38758], [-0.90085, -0.05697, -0.91109], [0.90825, -0.32805, -2.05467], [2.36261, -0.26815, 0.00242], [1.24843, 0.71748, 2.06085], [-2.45916, -0.24155, 0.58442], [-1.56360, 0.08093, -1.75882]],
  "lowdin_charge": [-0.09, -0.08, -0.16, 0.05, -0.16, -0.08, 0.11, 0.10, 0.10, 0.10, 0.10],
  "smiles": "c1ccncc1",
  "lumo_ev": 0.985,
  "de_lowest_kj_mol": 27.86,
  "orbital_gap_ha": 0.3832,
  "molar_mass_g_mol": 79.102
}

No. 2
{
  "formula": "C5H5N",
  "method": "ωB97M-V/def2-TZVPD",
  "species": ["C", "C", "C", "C", "C", "N", "H", "H", "H", "H", "H"],
  "xyz": [[1.38147, 1.30785, -0.54313], [0.22884, 0.96526, 0.32639], [0.98222, 0.60437, -1.54311], [-0.24338, -0.38096, 0.58749], [-0.97537, -1.48636, 0.01222], [0.37381, 0.04637, 1.55203], [2.14073, 2.02153, -0.46910], [-0.43106, 1.86858, 0.49416], [-2.05635, -1.23715, 0.14840], [-0.63577, -2.41904, 0.50341], [-0.76514, -1.29045, -1.06877]],
  "lowdin_charge": [-0.21, -0.30, 0.19, -0.41, -0.01, 0.23, 0.08, 0.14, 0.11, 0.10, 0.08],
  "lumo_ev": 0.364,
  "de_lowest_kj_mol": 560.30,
  "orbital_gap_ha": 0.3818,
  "molar_mass_g_mol": 79.102
}

No. 3
{
  "formula": "C5H5N",
  "method": "ωB97M-V/def2-TZVPD",
  "species": ["C", "C", "C", "C", "C", "N", "H", "H", "H", "H", "H"],
  "xyz": [[-0.34912, 1.47012, -0.14224], [0.29606, 0.30882, -0.04908], [-1.11964, 0.22003, -0.07542], [-2.25200, -0.47258, -0.00375], [1.62327, -0.47655, 0.08361], [2.70236, 0.11353, -0.16206], [-0.54482, 2.51376, -0.03508], [-1.91610, -1.45624, 0.10275], [-3.24624, -0.15392, -0.00923], [1.38857, -1.46943, 0.31575], [3.41767, -0.59754, -0.02526]],
  "lowdin_charge": [0.13, -0.09, -0.28, 0.01, -0.17, 0.12, 0.10, 0.02, 0.03, 0.09, 0.05],
  "smiles": "[H]/N=C/C1=CC1=C",
  "lumo_ev": 0.142,
  "de_lowest_kj_mol": 414.18,
  "orbital_gap_ha": 0.3054,
  "molar_mass_g_mol": 79.102
}

No. 4
{
  "formula": "C5H5N3",
  "method": "ωB97M-V/def2-TZVPD",
  "species": ["C", "C", "C", "C", "C", "H", "H", "H", "H", "H", "N", "N", "N"],
  "xyz": [[2.25996, 0.35937, -0.12378], [-0.10829, 0.27797, -0.28831], [-1.42812, 0.68207, -0.88838], [-2.32569, -0.04756, -0.28198], [-1.63892, -0.90549, 0.63023], [1.52834, -0.83021, 1.16146], [3.18280, 0.90682, -0.37303], [-1.48508, 1.43408, -1.64921], [-3.42614, -0.11332, -0.38739], [-2.11696, -1.63334, 1.28907], [2.44025, -0.49004, 0.79840], [1.01604, 0.83248, -0.64701], [-0.34724, -0.62275, 0.65896]],
  "lowdin_charge": [-0.29, -0.39, 0.01, -0.08, -0.05, 0.03, 0.09, 0.11, 0.12, 0.12, 0.10, 0.15, 0.08],
  "smiles": "[H]/N=C\\N=C1\\C=CC=N1",
  "lumo_ev": -1.792,
  "de_lowest_kj_mol": 159.89,
  "orbital_gap_ha": 0.2834,
  "molar_mass_g_mol": 107.116
}

no.,HOMO (Eh)
1,-0.3470
2,-0.3684
3,-0.3002
4,-0.3492